Molecular formula: C2H2IN4
Method: DFT, the ωB97M-V functional and the def2-TZVPD basis

Positions of all 9 atoms, in Å:
I 5.1913 -0.0580 0.0891
N 3.3442 -2.2695 -0.3496
N 2.1431 0.4000 -0.1380
N 0.9755 0.8008 -0.3685
N 3.2341 -3.3335 -0.5295
C 3.2857 0.4075 -0.2081
C 0.0073 0.5072 0.3561
H 0.1984 -0.2210 1.2774
H -0.8431 1.0592 0.1137

- energy above the lowest of the compared OMol25 structures with the same formula, charge and spin (kJ/mol) = 13.4
- E_LUMO (Eh) = -0.19592
- HOMO-LUMO gap (eV) = 9.57
- net charge = +1